This record from the OMol25 dataset describes 12 unconnected molecules or ions with the total composition C45H79Br23Cl2F7IO5 at a distorted geometry. The level of theory is wB97M-V/def2-TZVPD.

As for the SMILES: CCC(=O)OCC[C@](CCCOC)(CCC(C)C)OC(Cl)(Cl)[C@](F)(O[C@](F)(I)C[C@@H](C)Br)C(F)(F)C(F)(F)F.BrCCBr.BrCCBr.BrCCBr.BrCCBr.BrCCBr.BrCCBr.BrCCBr.BrCCBr.BrCCBr.BrCCBr.BrCCBr. The calculated total energy comes out at -63257.21430 a.u. The spin multiplicity is 1. The total charge is 0. The calculation puts the HOMO energy at -9.373 eV. Its maximum force is 0.1682 Eh/bohr.

Positions of all 162 atoms, in Å:
C: 0.9136 3.8833 -0.3594
C: 0.5673 3.7861 1.2407
C: -0.6566 2.7453 1.6131
O: -1.9073 3.0187 1.1954
O: -0.3697 1.5063 2.4050
C: 0.3692 0.5706 1.5170
C: -0.5757 0.1503 0.2458
C: -0.1302 -1.3040 -0.4578
C: -0.9607 -1.4878 -1.8500
C: -1.1493 -3.0346 -2.3672
C: -1.5839 -3.0428 -3.9797
O: -0.4707 -2.5664 -4.8193
C: -0.4496 -3.2164 -6.1397
C: -0.8437 -2.4053 0.5922
C: 0.0008 -3.7926 0.7570
C: -0.7061 -4.8515 1.8339
C: 0.0211 -4.5061 3.3000
C: -2.3073 -4.6001 2.0588
O: 1.2651 -1.6052 -0.4315
C: 2.1476 -1.0670 -1.4257
Cl: 1.7656 0.5818 -2.1611
Cl: 2.2079 -2.3404 -2.8163
C: 3.6469 -0.8513 -0.6929
F: 3.2075 -0.6094 0.7492
O: 4.3005 0.3732 -1.0152
C: 5.2308 0.5426 -2.0512
F: 5.3002 2.0494 -2.2620
I: 4.8447 -0.1751 -4.0705
C: 6.8344 0.1894 -1.7289
C: 7.6476 1.4341 -1.0310
C: 7.0326 1.9901 0.3744
Br: 9.5045 0.7095 -0.6143
C: 4.5177 -2.2223 -0.5512
F: 3.6325 -3.3994 -0.1906
F: 5.2579 -2.6562 -1.7531
C: 5.5929 -2.2329 0.7298
F: 6.7594 -3.0710 0.2636
F: 6.0731 -0.9106 1.1446
F: 5.0412 -2.9394 1.9132
H: 1.9622 3.4259 -0.6591
H: 0.9975 5.0444 -0.6207
H: 0.1084 3.4049 -1.0649
H: 1.5345 3.3647 1.7973
H: 0.3102 4.8625 1.6342
H: 0.6301 -0.3684 2.2063
H: 1.3434 1.1025 1.1335
H: -0.6318 0.9963 -0.5632
H: -1.6741 -0.0268 0.6551
H: -0.5785 -0.8687 -2.7646
H: -2.0647 -1.0862 -1.6327
H: -0.2062 -3.7160 -2.2617
H: -2.0731 -3.5129 -1.7844
H: -2.5878 -2.4279 -4.1564
H: -1.8421 -4.1810 -4.2249
H: -0.5241 -2.4036 -7.0092
H: 0.5619 -3.8085 -6.3539
H: -1.3245 -3.9716 -6.3334
H: -1.9543 -2.5193 0.2461
H: -0.8930 -1.9107 1.6779
H: 1.0987 -3.6277 1.1970
H: 0.1518 -4.4132 -0.2298
H: -0.4819 -5.9776 1.5858
H: -0.5281 -5.0062 4.2090
H: -0.1098 -3.3297 3.4560
H: 1.1577 -4.7732 3.2152
H: -2.8605 -4.4419 1.0146
H: -2.4201 -3.5503 2.6159
H: -2.8429 -5.3828 2.7436
H: 6.9903 -0.8531 -1.2299
H: 7.3258 0.0856 -2.8143
H: 7.8090 2.3680 -1.7381
H: 7.5051 1.3767 1.2541
H: 5.8594 1.8981 0.4710
H: 7.2961 3.1343 0.5872
Br: -5.9553 -7.1666 2.1073
C: -6.9753 -5.5387 2.4453
C: -6.9386 -4.6120 1.2529
Br: -5.2271 -3.6832 1.1321
H: -6.5688 -5.0903 3.3559
H: -7.9966 -5.8786 2.6377
H: -7.6853 -3.8196 1.3560
H: -7.0910 -5.1255 0.2992
Br: 6.7346 -8.0686 -2.8672
C: 7.0722 -6.7831 -1.4396
C: 6.5968 -5.4015 -1.8230
Br: 7.8304 -4.5511 -3.0727
H: 8.1416 -6.8274 -1.2161
H: 6.5100 -7.1592 -0.5803
H: 6.5778 -4.7430 -0.9500
H: 5.6104 -5.3974 -2.2959
Br: -5.8153 2.7413 2.5812
C: -4.5043 4.1453 2.9200
C: -5.0592 5.2003 3.8477
Br: -6.2954 6.3848 2.9122
H: -4.2003 4.5399 1.9467
H: -3.6547 3.6347 3.3816
H: -4.2610 5.8531 4.2122
H: -5.6005 4.7853 4.7028
Br: 4.2179 0.3073 -8.3164
C: 6.0968 0.1874 -8.8264
C: 6.9535 -0.2504 -7.6619
Br: 7.2418 1.2148 -6.4063
H: 6.3806 1.1625 -9.2314
H: 6.1263 -0.5563 -9.6275
H: 7.9534 -0.5337 -8.0026
H: 6.5216 -1.0784 -7.0923
Br: -7.2445 -1.4471 6.0056
C: -8.0995 0.2869 6.2635
C: -7.3256 1.3868 5.5758
Br: -5.7278 1.8659 6.5878
H: -8.2002 0.4362 7.3419
H: -9.0941 0.1813 5.8214
H: -7.9179 2.3050 5.5284
H: -6.9965 1.1208 4.5671
Br: -6.6325 1.5915 10.1340
C: -5.3216 2.9955 10.4727
C: -5.8764 4.0506 11.4005
Br: -7.1127 5.2351 10.4649
H: -5.0175 3.3902 9.4994
H: -4.4719 2.4849 10.9343
H: -5.0782 4.7034 11.7649
H: -6.4178 3.6355 12.2556
Br: 12.0620 -1.4412 -3.9951
C: 13.3729 -0.0372 -3.6563
C: 12.8180 1.0178 -2.7286
Br: 11.5818 2.2024 -3.6642
H: 13.6770 0.3575 -4.6296
H: 14.2226 -0.5478 -3.1948
H: 13.6163 1.6707 -2.3641
H: 12.2767 0.6028 -1.8735
Br: -10.4510 2.8308 1.4361
C: -9.1090 3.8255 0.4290
C: -9.0727 5.2759 0.8493
Br: -10.5758 6.2673 0.0981
H: -9.3375 3.6866 -0.6312
H: -8.1597 3.3339 0.6590
H: -8.1805 5.7704 0.4549
H: -9.1090 5.4147 1.9337
Br: -5.3647 2.8519 14.6716
C: -5.0272 4.1375 16.0992
C: -5.5025 5.5190 15.7158
Br: -4.2689 6.3694 14.4661
H: -3.9578 4.0931 16.3228
H: -5.5893 3.7613 16.9585
H: -5.5215 6.1775 16.5888
H: -6.4889 5.5231 15.2430
Br: 1.4199 0.4180 -10.8509
C: 0.5648 2.1520 -10.5931
C: 1.3388 3.2519 -11.2808
Br: 2.9366 3.7310 -10.2687
H: 0.4642 2.3013 -9.5146
H: -0.4298 2.0464 -11.0351
H: 0.7464 4.1701 -11.3281
H: 1.6679 2.9859 -12.2895
Br: -2.5690 -0.1622 -12.1462
C: -3.3174 -0.5654 -10.3907
C: -2.2364 -0.6387 -9.3382
Br: -1.2462 -2.3156 -9.4576
H: -3.8879 -1.4927 -10.4920
H: -4.0054 0.2579 -10.1797
H: -2.6726 -0.6370 -8.3353
H: -1.5038 0.1703 -9.4113

Cartesian forces, eV/Å:
0.3 0.9 -0.7
0.8 -1.2 0.5
-5.3 1.0 -1.8
7.9 -1.9 3.0
-0.1 2.5 -3.1
0.2 -0.6 -0.6
0.0 -0.4 -0.1
-3.9 0.0 1.3
-0.6 -0.2 -0.7
-0.9 0.2 -0.9
-0.4 -1.1 1.1
-1.6 -1.8 -0.4
0.3 0.1 -1.8
1.0 0.3 0.7
0.0 -1.5 0.3
0.1 0.7 1.8
-0.6 0.6 -0.7
0.4 1.3 -0.5
1.4 1.8 -2.1
-0.2 -0.9 0.4
-0.2 -1.5 0.8
0.1 1.4 1.3
-1.5 0.4 2.3
1.8 -0.6 -3.5
-0.2 -2.0 0.0
3.1 2.1 -0.7
-0.8 -3.2 0.9
-0.5 0.1 0.8
0.5 0.4 -1.5
-1.0 0.8 0.6
0.0 0.2 1.0
-1.1 0.4 -0.4
0.3 -3.3 0.0
2.4 3.9 -1.4
-2.4 1.8 3.6
1.7 -1.1 1.7
-3.6 3.1 1.9
-1.6 -4.7 -1.4
2.0 2.8 -4.1
-2.2 0.7 0.9
-0.3 -2.6 0.4
1.4 1.0 1.6
-2.2 1.1 -1.1
0.3 -2.4 -0.6
-0.5 2.2 -1.6
-1.7 -1.2 0.8
0.2 -1.5 1.6
2.3 0.4 -0.9
-0.4 -1.0 1.9
2.5 -0.8 -0.3
-1.8 1.5 -0.1
2.1 0.8 -1.2
2.2 -1.0 0.3
0.6 2.4 0.4
0.2 -1.7 2.3
-2.0 1.3 0.9
1.5 1.5 0.7
2.2 0.0 0.6
0.1 -1.0 -2.4
-2.5 0.1 -1.1
-0.4 1.6 1.7
-0.4 2.3 0.2
1.3 0.7 -1.8
0.5 -2.5 -0.3
-2.2 0.5 0.5
1.3 -0.9 2.4
0.2 -2.2 -1.1
1.1 1.3 -1.6
-0.4 2.2 -0.6
-1.1 0.2 2.5
-0.4 -2.4 1.2
-1.0 1.1 -1.7
2.4 0.1 -0.5
-0.4 -2.6 -0.8
0.0 0.1 0.1
-0.1 -0.2 0.0
-0.1 0.4 -0.1
-0.6 0.0 -0.1
-0.1 0.0 -0.3
0.2 0.1 -0.1
0.1 -0.2 0.1
0.1 0.0 0.3
0.1 0.0 0.1
-0.2 -0.2 0.0
0.1 0.2 0.2
-0.1 0.0 0.0
-0.3 0.1 -0.1
0.1 0.1 -0.1
0.0 -0.3 -0.3
0.3 -0.1 0.1
0.0 0.1 -0.2
0.1 -0.1 0.1
0.1 0.1 0.1
0.0 0.0 0.1
-0.1 -0.1 0.3
-0.2 0.1 -0.1
-0.1 -0.2 -0.1
0.1 0.0 -0.3
0.2 0.0 0.1
-0.2 -0.2 -0.1
0.3 0.1 0.0
0.2 0.0 -0.2
0.0 -0.2 0.2
0.0 0.1 0.2
-0.2 0.0 0.0
0.0 0.2 -0.2
0.0 0.1 0.1
-0.2 -0.1 -0.1
-0.1 0.2 0.1
0.1 0.0 -0.3
0.1 0.0 -0.3
0.2 0.1 0.0
0.0 -0.2 0.0
-0.1 0.0 0.4
0.0 0.1 0.2
0.1 -0.2 0.1
0.0 0.2 0.0
0.0 -0.1 0.1
-0.1 0.0 0.2
-0.2 0.1 0.0
-0.1 -0.2 0.0
0.2 0.1 -0.4
0.1 0.1 -0.1
0.1 -0.2 0.1
0.0 0.3 0.0
0.0 -0.1 0.1
-0.1 0.0 0.3
-0.1 0.1 0.0
-0.1 -0.2 -0.1
0.1 0.0 -0.3
0.0 0.0 -0.1
0.2 -0.2 0.1
0.1 0.2 -0.1
0.0 0.0 0.1
0.0 0.1 0.3
-0.1 0.2 0.0
-0.1 -0.2 0.1
0.0 -0.1 -0.3
0.2 0.0 0.2
-0.1 -0.2 0.1
0.1 0.2 0.1
-0.1 -0.1 0.0
-0.3 0.1 -0.1
0.1 0.1 -0.2
0.0 -0.2 -0.1
0.3 -0.1 0.1
-0.1 0.1 0.1
-0.1 -0.2 -0.2
0.0 0.3 0.1
-0.1 -0.1 -0.1
0.1 0.1 -0.3
0.1 0.1 0.0
0.0 -0.2 0.0
-0.1 0.0 0.3
0.0 -0.1 0.1
-0.1 0.2 -0.1
0.0 -0.2 0.2
-0.1 0.2 -0.4
0.2 0.2 0.1
0.1 -0.1 0.0
0.0 0.0 -0.2
-0.2 -0.2 -0.1

Results of the Löwdin charge analysis, in e, for atoms 1 through 2: -0.131, -0.142

This record from the OMol25 dataset describes a molecular structure, ClNa at a distorted geometry. The level of theory is wB97M-V/def2-TZVPD.

The calculated total energy comes out at -622.52127 a.u. The spin multiplicity is 1. The total charge is 0. The calculation puts the HOMO energy at -8.234 eV. Its maximum force is 0.0268 Eh/bohr.

Positions of all 2 atoms, in Å:
Na: -1.2435 -0.0755 -0.7418
Cl: 1.2435 0.0755 0.7418

Cartesian forces, eV/Å:
1.2 0.1 0.7
-1.2 -0.1 -0.7

Löwdin analysis output, partial charges in e: 0.628, -0.628

This record from the OMol25 dataset describes a molecular structure, C39H41F5N11S2Sm. The level of theory is wB97M-V/def2-TZVPD.

The calculated total energy comes out at -4066.74120 a.u. The spin multiplicity is 6. The total charge is 0. The calculation puts the HOMO energy (spin up / spin down) at -7.632 / -7.627 eV. Its maximum force is 0.0132 Eh/bohr.

Positions of all 99 atoms, in Å:
Sm: -0.0779 0.3386 0.1104
C: 2.7870 -3.5047 1.2606
C: 1.6915 -2.5973 0.8042
N: 1.8344 -1.3362 0.6581
N: 3.1043 -0.8445 0.7778
C: 3.1725 0.3871 1.2485
N: 4.4122 0.9396 1.1727
S: 1.9266 1.3276 1.9984
C: 0.3384 -3.1465 0.5391
C: 0.0744 -4.5058 0.6475
C: -1.2175 -4.9631 0.4523
C: -2.2172 -4.0482 0.1678
C: -1.8605 -2.7169 0.0680
N: -0.6172 -2.2756 0.2219
H: 3.6315 -2.9131 1.5910
H: 3.1226 -4.1666 0.4548
H: 2.4351 -4.1283 2.0851
H: 5.1809 0.3230 0.9619
H: 4.5891 1.7482 1.7415
H: 0.8737 -5.1920 0.8933
H: -1.4448 -6.0194 0.5409
H: -3.2487 -4.3500 0.0407
H: -2.6084 -1.9572 -0.1304
C: -4.2169 2.0268 2.3649
N: -3.3401 2.1921 1.2050
C: -2.1018 2.9014 1.5032
C: -3.4710 1.4700 0.0768
N: -2.4162 1.1127 -0.6395
C: -2.5171 1.1421 -2.0554
C: -3.3272 2.0752 -2.7119
C: -3.3592 2.1996 -4.0913
C: -2.5372 1.3926 -4.8649
C: -1.7010 0.4882 -4.2307
C: -1.6820 0.3333 -2.8408
N: -0.7167 -0.5076 -2.2292
C: -0.3546 -1.6193 -2.8170
N: 0.9483 -1.9990 -2.7818
C: 2.0183 -1.0093 -2.6510
C: 1.3582 -3.3895 -2.6795
N: -1.2085 -2.4526 -3.4748
C: -0.8215 -3.1282 -4.7058
C: -2.6418 -2.3981 -3.2454
N: -4.7503 1.1005 -0.2614
C: -5.8677 2.0328 -0.1986
C: -4.9869 -0.0587 -1.1009
H: -3.6250 1.6362 3.1938
H: -5.0128 1.3218 2.1519
H: -4.6486 2.9881 2.6528
H: -1.4729 2.3088 2.1645
H: -2.3485 3.8312 2.0197
H: -1.5579 3.1206 0.5952
H: -3.9255 2.7541 -2.1103
H: -3.9933 2.9491 -4.5527
H: -2.5155 1.4923 -5.9456
H: -1.0068 -0.1023 -4.8228
H: 1.6211 -0.0092 -2.8034
H: 2.7793 -1.2068 -3.4096
H: 2.5019 -1.0585 -1.6750
H: 0.4894 -4.0302 -2.5444
H: 2.0132 -3.5068 -1.8136
H: 1.9093 -3.7157 -3.5653
H: 0.2182 -2.9253 -4.9428
H: -1.4393 -2.7605 -5.5301
H: -0.9640 -4.2085 -4.6274
H: -2.8470 -1.9539 -2.2779
H: -3.0406 -3.4152 -3.2590
H: -3.1496 -1.8051 -4.0109
H: -5.5903 2.9287 0.3467
H: -6.7305 1.5762 0.2918
H: -6.1655 2.3218 -1.2126
H: -4.1402 -0.7363 -1.0341
H: -5.1295 0.2146 -2.1507
H: -5.8802 -0.5780 -0.7469
F: 2.2228 -0.6561 6.8401
C: 1.3311 -0.5530 5.8589
C: 1.0044 -1.6503 5.0967
F: 1.5899 -2.8272 5.3438
C: 0.0838 -1.5284 4.0768
F: -0.1802 -2.6376 3.3758
C: -0.5399 -0.3300 3.7601
S: -1.6732 -0.1732 2.4237
C: -0.1855 0.7480 4.5587
F: -0.7069 1.9553 4.3252
C: 0.7266 0.6531 5.5889
F: 1.0463 1.7255 6.3141
N: -2.0584 8.9649 -5.0921
C: -1.6915 8.0373 -4.5166
C: -1.2368 6.8684 -3.7919
C: -2.0464 6.3010 -2.8092
C: -1.6230 5.1741 -2.1280
C: -0.3818 4.5876 -2.4059
C: 0.4230 5.1758 -3.3881
C: 0.0021 6.2994 -4.0748
C: 0.0447 3.3945 -1.7291
C: 0.3881 2.3686 -1.1589
H: -3.0059 6.7502 -2.5884
H: -2.2599 4.7343 -1.3706
H: 1.3843 4.7307 -3.6068
H: 0.6292 6.7448 -4.8362

Cartesian forces, eV/Å:
-0.1 -0.4 0.5
0.0 -0.2 0.0
-0.2 -0.4 0.0
-0.1 0.5 0.1
0.0 0.3 -0.1
0.1 -0.1 0.0
0.0 0.1 0.2
-0.2 -0.2 -0.4
0.3 0.0 0.1
0.0 -0.2 0.0
0.0 -0.1 0.0
0.0 0.0 0.0
0.0 0.1 0.0
-0.2 0.2 -0.2
0.1 0.0 0.0
0.0 0.0 0.0
0.0 0.0 0.0
0.0 0.0 0.0
0.0 0.0 0.0
-0.1 0.0 0.0
0.0 0.1 0.0
0.0 0.0 0.0
0.0 0.0 0.1
0.1 0.1 -0.1
0.1 0.0 0.1
-0.1 0.2 0.1
-0.1 -0.1 0.0
0.2 -0.2 -0.1
0.0 0.2 0.1
-0.1 0.1 0.1
0.0 0.0 0.0
0.0 0.0 0.0
0.0 -0.1 0.0
0.2 -0.1 -0.2
-0.2 0.5 0.3
0.1 0.1 -0.1
0.1 0.0 0.2
-0.1 -0.1 0.0
0.0 0.1 0.0
-0.2 -0.1 -0.2
-0.1 0.0 0.1
0.1 -0.1 -0.1
-0.2 0.0 -0.1
0.1 -0.1 0.0
0.0 0.1 0.1
0.0 0.0 0.0
0.0 0.0 0.0
0.0 0.0 0.0
0.0 0.0 0.0
0.0 0.0 -0.1
0.1 0.1 -0.3
0.1 -0.1 0.0
0.1 -0.1 0.0
0.0 0.0 0.1
0.0 0.0 0.0
-0.1 0.0 0.0
0.0 0.0 0.0
0.0 0.0 0.0
0.0 0.0 0.0
0.0 0.0 0.0
0.0 0.0 0.0
0.0 0.0 0.0
0.0 0.0 0.0
0.0 0.0 0.0
0.0 0.0 0.0
0.0 0.0 0.0
0.0 0.0 0.0
0.0 0.0 0.0
0.0 0.0 0.0
0.0 0.0 0.0
0.0 0.0 0.0
0.0 0.0 0.0
0.0 0.0 0.0
0.2 0.0 0.2
0.1 0.0 0.1
0.0 -0.1 -0.1
0.0 -0.1 0.0
0.0 0.0 0.0
-0.1 -0.2 -0.2
0.0 -0.1 -0.2
0.0 -0.3 0.2
0.0 0.0 0.1
-0.1 0.2 0.0
0.0 0.1 0.0
0.0 0.1 0.0
0.1 -0.2 0.1
0.1 -0.1 0.1
-0.2 0.2 -0.1
0.0 0.0 0.0
0.0 0.0 0.0
0.0 -0.2 0.0
0.0 0.0 0.0
0.1 0.0 -0.1
0.0 0.3 -0.1
0.0 0.2 -0.2
0.0 0.0 0.0
0.0 0.0 0.0
0.0 0.0 0.0
0.0 0.0 0.0

Results of the Löwdin charge analysis, in e, for atoms 1 through 2: 1.324, -0.015

This record from the OMol25 dataset describes a molecular structure, C20H28Cl5F3N4NaO3S at a distorted geometry. The level of theory is wB97M-V/def2-TZVPD.

The calculated total energy comes out at -4384.78076 a.u. The spin multiplicity is 1. The total charge is -1. The calculation puts the HOMO energy at -5.069 eV. Its maximum force is 0.0226 Eh/bohr.

Positions of all 65 atoms, in Å:
Na: 0.9088 0.0696 -1.5972
C: 2.7225 4.2418 -0.6588
N: 2.0687 3.4389 0.3648
C: 1.5918 4.1215 1.5511
C: 1.7630 2.1481 0.0917
O: 2.1935 1.5654 -0.8876
C: 0.8628 1.4254 1.1035
O: 0.2318 0.3399 0.4605
C: 0.2271 -0.8854 1.1542
C: -0.0257 -1.9902 0.1342
O: -0.0601 -1.7544 -1.0602
N: -0.2176 -3.2360 0.6420
C: -0.2348 -3.5014 2.0670
C: -0.5957 -4.3194 -0.2510
H: 3.7498 4.4882 -0.3718
H: 2.7279 3.6869 -1.5913
H: 2.1575 5.1654 -0.8046
H: 2.2420 4.9735 1.7417
H: 0.5680 4.4932 1.4309
H: 1.6344 3.4764 2.4282
H: 1.4931 1.0852 1.9335
H: 0.1001 2.1047 1.4880
H: 1.1945 -1.0715 1.6214
H: -0.5617 -0.8938 1.9174
H: 0.5192 -2.9125 2.5879
H: -1.2150 -3.3051 2.5170
H: 0.0050 -4.5516 2.2259
H: -0.5249 -3.9684 -1.2755
H: 0.0722 -5.1704 -0.1050
H: -1.6261 -4.6363 -0.0605
Cl: 2.6432 -1.4546 -2.9817
C: 3.7269 -1.6096 -1.5826
C: 3.2215 -1.3349 -0.3215
C: 4.1629 -1.4476 0.6791
Cl: 3.6662 -1.1250 2.3756
C: 5.5019 -1.7935 0.4975
Cl: 6.6242 -1.8748 1.8200
C: 5.9447 -2.0783 -0.7928
Cl: 7.5905 -2.5313 -1.0794
C: 5.0411 -1.9884 -1.8502
Cl: 5.5794 -2.3533 -3.4620
C: -4.9693 -2.1762 0.9940
C: -3.5582 -1.5992 0.9915
N: -3.4503 -0.3417 0.2676
C: -3.2384 -0.2552 -1.0773
S: -3.2128 -1.6013 -2.0805
N: -3.0315 0.9920 -1.5414
C: -3.0083 2.2079 -0.7466
C: -4.4072 2.7142 -0.3983
H: -4.9932 -3.1198 1.5486
H: -5.2848 -2.3653 -0.0318
H: -5.6721 -1.4798 1.4603
H: -2.8676 -2.3179 0.5465
H: -3.2378 -1.3993 2.0160
H: -3.2360 0.4741 0.8105
H: -2.6620 1.0466 -2.4795
H: -2.4662 2.9439 -1.3301
H: -2.4084 2.0650 0.1588
H: -4.9662 2.9229 -1.3126
H: -4.3445 3.6368 0.1866
H: -4.9722 1.9766 0.1774
F: -1.4760 2.6919 -3.2675
C: -0.3832 2.1612 -2.5359
F: -0.5105 2.9441 -1.3155
F: 0.6818 2.8421 -3.1404

Cartesian forces, eV/Å:
-0.2 0.0 -1.1
0.0 0.0 0.1
0.0 0.0 0.1
0.0 0.0 -0.1
0.1 0.1 0.0
0.3 0.6 0.4
0.0 -0.1 -0.1
0.0 0.1 0.4
-0.1 0.0 -0.1
-0.1 -0.1 -0.1
-0.2 -0.5 0.3
-0.1 0.1 0.0
0.0 0.0 -0.1
0.0 0.1 0.1
-0.1 0.0 0.0
0.0 0.0 0.0
0.0 0.0 0.0
0.0 0.0 0.0
0.0 0.0 0.0
0.0 0.0 0.0
0.0 0.0 0.0
0.0 0.0 0.0
0.1 0.0 0.0
0.0 0.0 0.0
0.0 0.0 0.0
0.0 0.0 0.0
0.0 0.0 0.0
0.0 0.0 0.0
0.0 0.0 0.0
0.0 0.0 0.0
0.2 -0.2 -0.1
0.1 0.0 0.3
0.2 -0.2 0.0
0.0 0.0 -0.2
0.0 0.0 0.0
0.0 0.0 0.0
0.0 0.0 0.0
-0.1 0.0 0.1
0.0 0.0 0.0
-0.1 0.0 -0.1
0.0 0.0 0.1
0.0 0.0 0.0
-0.1 0.0 -0.1
0.0 -0.3 -0.1
0.2 0.1 0.1
-0.2 0.1 0.0
-0.1 -0.2 0.1
-0.4 0.0 0.0
0.0 -0.1 0.0
0.0 0.1 0.0
0.0 0.0 0.0
0.0 -0.1 0.0
0.0 0.0 0.0
0.0 0.0 0.0
0.0 0.1 0.0
0.0 0.0 0.0
-0.3 -0.1 0.2
0.1 0.0 0.0
0.0 0.0 0.0
0.0 -0.1 0.0
0.0 0.1 0.0
0.0 -0.1 0.0
0.5 0.2 -0.1
0.5 0.1 -0.1
-0.1 0.0 0.0

Results of the Löwdin charge analysis, in e, for atoms 1 through 2: 0.158, -0.027